No. 1
{
  "formula": "C40H40N3O3S3SiZn",
  "method": "ωB97M-V/def2-TZVPD",
  "e_homo_ev": -4.15,
  "max_force_ev_per_a": 0.77,
  "gap_ev": 5.767,
  "charge": -1,
  "symbols": ["Zn", "C", "Si", "C", "C", "N", "C", "C", "C", "C", "C", "C", "O", "C", "C", "C", "C", "C", "C", "H", "H", "H", "H", "H", "H", "H", "H", "H", "H", "H", "H", "H", "H", "H", "H", "H", "H", "S", "C", "N", "C", "C", "N", "C", "C", "C", "C", "C", "C", "C", "C", "S", "C", "C", "C", "C", "C", "C", "C", "H", "H", "H", "H", "H", "H", "H", "H", "H", "H", "H", "H", "H", "H", "H", "H", "H", "H", "O", "C", "O", "C", "C", "C", "C", "C", "C", "S", "H", "H", "H", "H"],
  "xyz": [[-0.9570, 1.7377, 0.5778], [-0.9892, 2.2392, 5.0034], [-0.0033, 1.3771, 3.6424], [0.9382, -0.0740, 4.3977], [1.2933, 2.5939, 3.0471], [-0.9905, 0.8632, 2.3265], [-1.8186, -0.2374, 2.4014], [-2.3022, -0.7851, 3.6110], [-3.0761, -1.9329, 3.6576], [-3.3968, -2.6218, 2.4953], [-2.9332, -2.1249, 1.2836], [-2.2019, -0.9545, 1.2360], [-1.6664, -0.4946, 0.0258], [-2.3530, -0.5707, -1.1752], [-1.5627, -0.4573, -2.3101], [-2.1476, -0.4545, -3.5647], [-3.5256, -0.5615, -3.6939], [-4.3097, -0.6451, -2.5507], [-3.7333, -0.6529, -1.2884], [-0.3273, 2.6303, 5.7853], [-1.7098, 1.5678, 5.4797], [-1.5499, 3.0784, 4.5783], [1.7140, 0.2816, 5.0861], [1.4233, -0.6499, 3.6011], [0.2812, -0.7552, 4.9494], [1.6870, 3.1775, 3.8876], [0.9058, 3.3000, 2.3043], [2.1290, 2.0615, 2.5817], [-2.0626, -0.2730, 4.5347], [-3.4205, -2.3047, 4.6169], [-3.9902, -3.5271, 2.5253], [-3.1487, -2.6514, 0.3603], [-0.4907, -0.3372, -2.1837], [-1.5238, -0.3641, -4.4462], [-3.9900, -0.5605, -4.6736], [-5.3907, -0.6702, -2.6351], [-4.3522, -0.6802, -0.4033], [1.6413, 0.7929, -0.1747], [2.0568, -0.5825, -0.9799], [2.9904, -0.5974, -1.9667], [3.2563, -1.8351, -2.6826], [1.9301, -2.5260, -2.9213], [1.3594, -2.8482, -1.6197], [0.8705, -4.2030, -1.3690], [-0.5996, -4.4066, -1.6736], [-1.0648, -4.4142, -2.9871], [-2.4134, -4.6024, -3.2563], [-3.3092, -4.7981, -2.2121], [-2.8531, -4.7947, -0.9022], [-1.5054, -4.5900, -0.6335], [1.4230, -1.9188, -0.6311], [0.9525, -2.2065, 0.9207], [3.8341, 0.5661, -2.2547], [5.1103, 0.5640, -1.4397], [6.2027, -0.2023, -1.8394], [7.3649, -0.2303, -1.0805], [7.4452, 0.5122, 0.0906], [6.3612, 1.2794, 0.4959], [5.1992, 1.3066, -0.2641], [3.9137, -2.4979, -2.1084], [3.7444, -1.5969, -3.6263], [2.0712, -3.4452, -3.4857], [1.2696, -1.8618, -3.4873], [1.0420, -4.4062, -0.3161], [1.4756, -4.8850, -1.9702], [-0.3637, -4.2915, -3.8089], [-2.7702, -4.5879, -4.2796], [-4.3620, -4.9463, -2.4209], [-3.5529, -4.9318, -0.0859], [-1.1479, -4.5762, 0.3906], [3.2508, 1.4579, -2.0372], [4.0689, 0.5432, -3.3197], [6.1502, -0.7787, -2.7593], [8.2088, -0.8270, -1.4053], [8.3525, 0.4953, 0.6821], [6.4188, 1.8634, 1.4068], [4.3514, 1.9057, 0.0492], [0.9936, 5.2150, -0.0882], [0.0192, 4.4728, 0.0139], [0.0864, 3.1956, -0.1591], [-1.3362, 5.0901, 0.3429], [-1.2890, 6.4409, 0.7093], [-2.4255, 7.1769, 0.9846], [-3.6660, 6.5527, 0.8856], [-3.7390, 5.2192, 0.5364], [-2.5912, 4.4447, 0.2682], [-2.9305, 2.7643, -0.1660], [-0.3113, 6.9012, 0.7560], [-2.3524, 8.2227, 1.2622], [-4.5773, 7.1097, 1.0845], [-4.7023, 4.7287, 0.4613]],
  "forces_ev_per_angstrom": [[-0.57, 0.49, 0.16], [-0.02, -0.01, 0.03], [0.14, 0.02, 0.11], [-0.10, -0.10, 0.07], [-0.09, 0.07, -0.18], [-0.23, -0.45, -0.08], [0.34, 0.09, -0.13], [-0.04, 0.06, -0.11], [0.05, -0.08, -0.01], [0.05, 0.06, 0.05], [-0.10, 0.07, -0.10], [0.02, -0.02, 0.00], [-0.19, 0.22, -0.15], [0.09, 0.04, 0.32], [0.20, -0.06, -0.02], [-0.03, -0.08, 0.00], [-0.09, -0.01, 0.01], [0.04, 0.03, -0.05], [-0.04, 0.07, 0.09], [-0.04, -0.03, -0.08], [0.04, 0.10, 0.00], [0.04, -0.05, 0.03], [-0.08, -0.01, -0.05], [-0.04, 0.09, 0.06], [0.11, 0.04, -0.05], [-0.05, -0.09, -0.06], [0.08, -0.05, 0.10], [-0.05, 0.04, 0.00], [-0.03, -0.05, -0.06], [0.01, 0.05, -0.02], [0.01, 0.00, 0.00], [0.05, 0.16, 0.12], [-0.10, 0.00, -0.01], [0.00, 0.03, 0.02], [0.04, 0.03, 0.05], [0.07, -0.05, 0.01], [0.02, 0.01, 0.02], [0.25, -0.13, -0.25], [0.09, 0.33, -0.03], [-0.05, -0.19, 0.08], [-0.11, -0.02, 0.06], [0.06, 0.10, 0.17], [0.01, 0.23, -0.06], [-0.16, 0.10, -0.05], [0.00, 0.10, 0.03], [-0.04, -0.06, 0.00], [0.05, 0.06, -0.01], [0.01, 0.04, 0.01], [0.01, -0.03, -0.10], [0.09, -0.13, -0.03], [-0.05, -0.51, 0.27], [0.05, 0.07, -0.21], [0.02, -0.06, 0.16], [-0.03, -0.03, 0.02], [0.02, -0.01, 0.00], [-0.03, 0.01, 0.01], [-0.04, -0.01, -0.02], [0.01, -0.01, -0.02], [-0.04, 0.03, -0.02], [0.07, 0.02, -0.04], [0.00, 0.05, -0.03], [-0.03, -0.05, 0.02], [-0.06, -0.06, -0.06], [0.09, -0.08, 0.06], [0.02, 0.01, -0.03], [-0.07, 0.05, 0.05], [0.03, -0.02, 0.04], [0.04, 0.02, 0.00], [0.05, -0.02, -0.01], [-0.04, 0.08, -0.05], [-0.04, 0.02, -0.03], [-0.01, -0.02, -0.03], [0.00, 0.05, 0.04], [-0.01, 0.01, 0.00], [-0.02, 0.00, 0.00], [-0.01, -0.02, -0.04], [0.04, -0.03, -0.02], [-0.17, -0.10, -0.01], [0.00, -0.05, -0.05], [0.40, 0.01, 0.18], [-0.08, 0.03, 0.02], [-0.08, -0.01, 0.01], [-0.02, -0.03, 0.00], [0.01, -0.01, -0.01], [0.10, 0.01, 0.00], [0.10, 0.07, 0.01], [-0.07, -0.29, -0.10], [0.01, -0.04, -0.02], [0.01, -0.05, 0.00], [0.04, -0.06, -0.01], [0.03, 0.00, 0.02]],
  "mulliken_charge": [2.2281, -1.1756, -0.0897, -0.9436, -0.7829, 0.5786, 0.1427, -0.0927, -1.2121, -1.0077, 0.1436, 0.2166, -0.3177, -0.2925, 0.2848, -0.7869, -0.6949, -0.8707, -0.0553, 0.3530, 0.3594, 0.3003, 0.3950, 0.1835, 0.3128, 0.4098, 0.1170, 0.0605, 0.1447, 0.3712, 0.3855, 0.3799, 0.1884, 0.4021, 0.3897, 0.4185, 0.5431, -0.0845, -0.4696, 0.4150, -0.9071, -0.7287, 0.6000, -2.0634, 0.9906, -0.2505, -0.6833, -0.4258, -0.4904, -0.1108, 0.3091, -0.2892, -2.1349, 0.8724, -0.2069, -0.6946, -0.3633, -0.7974, -0.2107, 0.2522, 0.5564, 0.5986, 0.1364, 0.5749, 0.6572, 0.3200, 0.3898, 0.3945, 0.3353, 0.1966, 0.7872, 0.5953, 0.3314, 0.3712, 0.3697, 0.3980, 0.5026, -0.7671, 0.3179, -0.9873, 0.0796, -0.6080, -0.5428, -0.4497, -0.9051, 0.8057, -0.5105, 0.4274, 0.3638, 0.3321, 0.4139]
}

No. 2
{
  "formula": "C5H11N",
  "method": "ωB97M-V/def2-TZVPD",
  "smiles": "C=C(C)CCN",
  "e_homo_ev": -9.13,
  "max_force_ev_per_a": 4.58,
  "gap_ev": 10.126,
  "symbols": ["C", "C", "C", "C", "C", "N", "H", "H", "H", "H", "H", "H", "H", "H", "H", "H", "H"],
  "xyz": [[-0.3508, 1.3192, -1.4140], [-0.5854, 0.0945, -0.8726], [-0.5033, -1.1505, -1.7461], [-0.5946, -0.1184, 0.5637], [0.5024, -0.6399, 1.5720], [1.2712, 0.7008, 1.8112], [-0.3413, 1.3869, -2.5365], [-0.0743, 2.4129, -1.0621], [0.2527, -1.0339, -2.5832], [-0.0505, -2.0273, -1.1803], [-1.5227, -1.5864, -2.0764], [-0.9023, 0.8530, 0.9685], [-1.5320, -0.9090, 0.5400], [1.0313, -1.5071, 1.2703], [-0.1523, -0.8681, 2.5100], [1.4175, 0.9805, 0.8073], [2.1659, 0.3636, 2.0456]],
  "forces_ev_per_angstrom": [[0.35, 1.19, -1.68], [3.17, 1.37, -1.76], [0.03, -1.65, -0.49], [-3.60, -2.34, 1.49], [-3.03, 3.34, 0.80], [-1.03, -2.18, -2.13], [-0.02, -0.36, 1.02], [-1.02, -2.71, 0.42], [-1.44, 0.09, 0.58], [-0.55, 1.15, -0.17], [1.57, 1.00, 0.18], [-0.30, -0.51, 0.47], [1.79, 1.79, 1.06], [0.87, -0.61, -0.36], [1.57, 0.26, -1.47], [-0.06, 0.17, 1.22], [1.71, 0.01, 0.82]],
  "nbo_charge": [-0.4254, -0.0123, -0.6576, -0.4478, -0.2239, -0.8063, 0.1870, 0.2214, 0.2280, 0.2137, 0.2270, 0.2303, 0.1967, 0.1854, 0.1968, 0.3443, 0.3427]
}

No. 3
{
  "formula": "C4H10N2",
  "method": "ωB97M-V/def2-TZVPD",
  "e_homo_ev": -8.30,
  "max_force_ev_per_a": 6.04,
  "gap_ev": 9.152,
  "symbols": ["C", "C", "C", "C", "N", "N", "H", "H", "H", "H", "H", "H", "H", "H", "H", "H"],
  "xyz": [[-1.9536, -0.5253, 1.1817], [-1.2686, 0.0317, 0.2375], [-1.7874, 1.2950, -0.5226], [1.1542, -1.5580, -0.1884], [2.9469, 0.0718, 0.0062], [1.9590, -0.7598, -0.6650], [-1.5644, -1.4509, 1.5980], [-2.8468, -0.1606, 1.5292], [-1.9021, 0.9249, -1.5417], [-2.6411, 1.4960, -0.0681], [-1.0685, 2.1688, -0.6883], [-0.3846, -0.3969, -0.0656], [1.1668, -1.5347, 0.9368], [3.5988, 0.4620, -0.6641], [2.4185, 0.7122, 0.6355], [2.1730, -0.7762, -1.7211]],
  "forces_ev_per_angstrom": [[1.31, -2.02, 0.62], [-1.03, 3.50, -1.18], [5.37, -1.98, -1.91], [-2.02, -2.59, 2.01], [-1.11, -0.32, 1.11], [3.81, 1.96, -3.69], [-0.23, 0.05, 0.18], [-2.09, 0.82, 0.84], [-0.62, 0.15, -0.15], [-3.95, 1.67, 1.55], [-0.90, -1.12, 0.93], [1.50, -0.71, -0.81], [0.10, 0.21, -0.68], [-0.44, 0.45, 0.18], [0.98, -0.29, -1.05], [-0.68, 0.20, 2.05]],
  "nbo_charge": [-0.4141, -0.1379, -0.6358, -0.1407, -0.7045, -0.3880, 0.1971, 0.1826, 0.2129, 0.2007, 0.2064, 0.1830, 0.1314, 0.3647, 0.3752, 0.3671]
}

Question: Number 1 is which compound?
Answer: C40H40N3O3S3SiZn